Version A
Density functional theory data (ωB97M-V with the def2-TZVPD basis set) for a cluster of 2 separate species, CH6NO2 in total.

## Properties
Kohn-Sham gap, eV: 7.4
HOMO level, Eh: -0.096

Geometry as ORCA input:
```
! RIJCOSX wB97M-V def2-TZVPD def2/J DEFGRID3
* xyz -1 1
N -0.776 1.691 0.650
C 0.460 1.043 0.094
O 0.265 -0.063 -0.619
H -1.206 2.244 -0.092
H -1.496 0.974 0.707
H 0.961 1.899 -0.461
H 1.160 0.963 0.971
H 0.952 -2.897 -0.232
H -0.402 -2.546 -0.697
O 0.083 -3.307 -0.321
*
```


Version B
Density functional theory data (ωB97M-V with the def2-TZVPD basis set) for a cluster of 2 separate species, CH6NO2 in total.

## Properties
Kohn-Sham gap, eV: 7.7
HOMO level, Eh: -0.103

Geometry as ORCA input:
```
! RIJCOSX wB97M-V def2-TZVPD def2/J DEFGRID3
* xyz -1 1
N 1.211 0.242 1.103
C 0.667 0.872 -0.213
O -0.634 0.718 -0.357
H 0.429 0.484 1.752
H 1.277 -0.831 1.093
H 0.958 1.924 -0.135
H 1.223 0.009 -0.844
H -0.657 -1.035 -1.223
H -1.432 -0.907 0.146
O -1.151 -1.540 -0.548
*
```


It is version A that is the most stable of them.


Version A
Density functional theory data (ωB97M-V with the def2-TZVPD basis set) for a structure of composition F6H18O9P.

## Properties
Kohn-Sham gap, eV: 8.8
HOMO level, Eh: -0.218

Geometry as ORCA input:
```
! RIJCOSX wB97M-V def2-TZVPD def2/J DEFGRID3
* xyz -1 1
P 16.503 25.830 19.482
F 17.268 27.239 19.444
F 16.221 25.985 17.880
F 17.924 25.001 19.209
F 15.780 24.344 19.518
F 16.683 25.707 21.057
F 14.973 26.480 19.727
O 15.071 25.095 16.528
H 15.973 24.829 16.348
H 15.046 25.231 17.475
O 16.860 27.609 21.816
H 16.674 26.815 21.314
H 16.007 28.029 21.924
O 19.026 25.697 20.609
H 18.650 26.060 21.411
H 18.312 25.731 19.972
O 14.159 24.124 18.640
H 14.083 23.474 19.338
H 14.974 24.588 18.832
O 16.822 23.653 21.378
H 16.622 24.461 20.905
H 17.469 23.912 22.033
O 19.289 27.163 18.644
H 18.690 27.152 17.898
H 19.079 26.367 19.133
O 19.627 23.777 19.488
H 19.065 24.389 19.962
H 20.106 24.324 18.865
O 14.445 22.809 20.392
H 14.896 21.972 20.280
H 15.110 23.392 20.759
O 15.834 28.175 18.193
H 16.594 27.596 18.250
H 15.402 28.089 19.043
*
```


Version B
Density functional theory data (ωB97M-V with the def2-TZVPD basis set) for a cluster of 10 separate species, F6H18O9P in total.

## Properties
Kohn-Sham gap, eV: 10.0
HOMO level, Eh: -0.266

Geometry as ORCA input:
```
! RIJCOSX wB97M-V def2-TZVPD def2/J DEFGRID3
* xyz -1 1
P 0.323 -0.611 0.379
F 1.757 0.082 -0.071
F -0.184 -0.838 -1.141
F 1.042 -1.995 0.434
F -1.053 -1.375 0.957
F 0.674 -0.345 1.926
F -0.558 0.772 0.351
O 4.528 0.305 -0.190
H 3.613 0.553 -0.059
H 4.729 -0.271 0.548
O -2.430 1.776 2.388
H -2.269 2.490 3.005
H -2.030 2.072 1.570
O -1.425 -3.622 -0.528
H -1.261 -2.804 -0.059
H -1.115 -4.305 0.066
O 1.350 2.727 1.864
H 1.969 2.004 1.964
H 0.888 2.536 1.048
O -2.572 -2.206 -2.754
H -2.290 -2.970 -2.252
H -1.771 -1.880 -3.165
O -0.646 -0.369 -4.380
H 0.080 -0.376 -3.756
H -1.172 0.390 -4.128
O -0.047 4.086 -1.230
H -0.600 3.474 -0.745
H -0.388 4.061 -2.124
O -3.024 -0.167 -0.545
H -2.213 -0.161 -0.036
H -2.876 -0.827 -1.223
O 3.082 -0.711 3.583
H 3.419 -1.332 4.229
H 2.469 -0.164 4.074
*
```


It is version B that is the most stable of them.